No. 1
Here is a 2-piece molecular cluster, C4H13FN3 overall from the OMol25 dataset. Energies are from the ωB97M-V functional and the def2-TZVPD basis.

The total charge is +1. The value obtained for the strongest force on any atom is 1.14 eV/Å. The calculation puts the HOMO-LUMO gap at 11.6 eV. Its relative energy (zero: lowest compared OMol25 entry of this formula, charge and spin) is 5.6 kcal/mol. Its HOMO energy is -14.4471 eV.

Geometry as XYZ:
```
21
Properties=species:S:1:pos:R:3:nbo_charge:R:1
F 2.21116 1.88189 -0.75796 -0.41
C 4.36647 2.06525 -1.74607 -0.65
C 2.89270 2.35055 -1.88328 0.05
H 4.77749 2.56615 -0.85345 0.22
H 4.90254 2.43621 -2.63581 0.24
H 4.54515 0.98068 -1.65447 0.22
H 2.68425 3.43438 -1.96891 0.17
H 2.45239 1.85219 -2.76828 0.17
C 0.17638 0.38217 2.84469 0.67
N -0.53243 0.96547 1.87579 -0.77
N -0.43779 -0.06890 3.93266 -0.55
N 1.50204 0.25560 2.71343 -0.77
C -1.87671 0.02830 4.15609 -0.44
H -1.54604 1.06378 1.97305 0.43
H -0.06292 1.31410 1.03642 0.44
H 0.13577 -0.51055 4.65550 0.43
H 2.04858 -0.19093 3.45400 0.43
H 1.96898 0.60512 1.87300 0.44
H -2.10654 -0.42439 5.13530 0.25
H -2.44106 -0.51205 3.37754 0.22
H -2.21092 1.07939 4.16728 0.22
```

---

No. 2
Here is one molecule with the formula C2H2ClP from the OMol25 dataset. Energies are from the ωB97M-V functional and the def2-TZVPD basis.

The structure (SMILES) is Cl[C@@H]1C=P1. The value obtained for the strongest force on any atom is 5.36 eV/Å. The calculation puts the HOMO-LUMO gap (spin up / spin down) at 7.8 / 7.8 eV. Its relative energy (zero: lowest compared OMol25 entry of this formula, charge and spin) is 72.5 kcal/mol. Its HOMO energy (spin up / spin down) is -8.9475 / -8.9858 eV.

Geometry as XYZ:
```
6
Properties=species:S:1:pos:R:3:nbo_charge:R:1
C 0.65123 0.48913 0.47369 -0.33
C -0.48793 -0.11847 -0.08665 -0.46
P 1.20041 -0.97709 -0.87022 0.36
Cl -1.57255 0.71974 -1.24655 -0.05
H 1.32848 0.71274 1.30696 0.26
H -1.11963 -0.82605 0.42278 0.22
```

---

No. 3
Here is C21H22BCl5N6Re as an isolated structure from the OMol25 dataset. Energies are from the ωB97M-V functional and the def2-TZVPD basis.

The total charge is +2. Its spin multiplicity is 2. The value obtained for the strongest force on any atom is 3.54 eV/Å. The calculation puts the HOMO-LUMO gap (spin up / spin down) at 5.8 / 6.3 eV. Its expectation value of S² is 0.784. Its relative energy (zero: lowest compared OMol25 entry of this formula, charge and spin) is 5.4 kcal/mol. Its HOMO energy (spin up / spin down) is -14.8907 / -14.9216 eV.

Geometry as XYZ:
```
56
Properties=species:S:1:pos:R:3:nbo_charge:R:1
Re 0.07949 -0.23335 -1.21909 1.35
C 0.03799 2.90369 -2.98538 -0.66
C -0.00820 2.94157 -1.49729 0.24
C -0.10819 4.04299 -0.67258 -0.31
C -0.12025 3.55101 0.63802 0.32
C -0.23004 4.31249 1.90644 -0.67
N -0.02069 2.21756 0.58015 -0.32
N 0.05099 1.82297 -0.72518 -0.39
B 0.03798 1.14569 1.69839 0.51
N 1.31551 0.32294 1.45352 -0.32
N 1.46853 -0.31319 0.26488 -0.33
C 2.74019 -0.79465 0.20463 0.24
C 3.29702 -1.49434 -0.98671 -0.66
C 3.37232 -0.48851 1.39292 -0.32
C 2.44972 0.22808 2.15945 0.30
C 2.64328 0.85484 3.48971 -0.66
N -1.16902 0.21053 1.46346 -0.32
N -1.30479 -0.42593 0.26929 -0.29
C -2.52099 -1.04207 0.24545 0.24
C -3.05443 -1.81174 -0.90971 -0.66
C -3.13624 -0.80059 1.45545 -0.31
C -2.26224 -0.00335 2.20181 0.31
C -2.47639 0.53437 3.56733 -0.66
H 0.26346 3.89557 -3.36824 0.27
H -0.92808 2.60130 -3.39636 0.24
H 0.81044 2.22113 -3.34361 0.23
H -0.16937 5.07510 -0.97432 0.26
H -0.27196 5.37733 1.69550 0.26
H 0.62071 4.11738 2.55983 0.25
H -1.13544 4.03530 2.44866 0.25
H 0.01792 1.62310 2.77950 0.01
H 2.65334 -1.39051 -1.86095 0.21
H 3.42056 -2.55844 -0.78179 0.26
H 4.27675 -1.08893 -1.23388 0.27
H 4.38154 -0.74077 1.67156 0.26
H 3.55988 0.49064 3.94440 0.26
H 1.80551 0.64652 4.15415 0.25
H 2.71916 1.93904 3.38246 0.25
H -3.12585 -1.18235 -1.79979 0.23
H -4.05234 -2.16982 -0.67147 0.27
H -2.42296 -2.67018 -1.13650 0.24
H -4.10765 -1.15135 1.76016 0.26
H -3.53016 0.45675 3.82144 0.26
H -2.16594 1.57470 3.64904 0.24
H -1.90783 -0.03937 4.30195 0.26
Cl -0.69493 -0.37722 -3.47046 0.21
C -0.38610 -2.08511 -3.16566 -0.03
C 0.04403 -2.21635 -1.84722 -0.47
C 0.28585 -3.51528 -1.39570 0.08
Cl 0.72971 -3.75913 0.23680 0.10
C 0.14206 -4.60125 -2.26532 -0.13
Cl 0.45489 -6.18332 -1.71150 0.14
C -0.27180 -4.39308 -3.59615 -0.01
Cl -0.42543 -5.71069 -4.65109 0.18
C -0.56642 -3.09708 -4.06965 -0.11
Cl -1.10513 -2.80468 -5.66074 0.13
```

---

No. 4
Here is a 9-piece molecular cluster, C6H28N2O8 overall from the OMol25 dataset. Energies are from the ωB97M-V functional and the def2-TZVPD basis.

The structure (SMILES) is C=NC(=C)C[C@H](C)N.O.O.O.O.O.O.O.O. The value obtained for the strongest force on any atom is 6.52 eV/Å. The calculation puts the HOMO-LUMO gap at 8.5 eV. Its relative energy (zero: lowest compared OMol25 entry of this formula, charge and spin) is 142.6 kcal/mol. Its HOMO energy is -8.6172 eV.

Geometry as XYZ:
```
44
Properties=species:S:1:pos:R:3:nbo_charge:R:1
C 2.61095 -0.06980 -1.00607 -0.58
C 1.50622 -1.11003 -1.00155 -0.06
C 1.64892 -1.97918 0.25954 -0.46
C 0.36188 -2.27943 0.92982 0.20
C -0.30994 -3.40455 1.00174 -0.45
C -1.36286 -0.92461 1.86217 0.00
N -0.18321 -1.24511 1.64903 -0.47
N 0.07249 -0.65358 -1.23130 -0.86
H 3.61883 -0.46762 -0.78283 0.19
H 2.67296 0.42509 -1.90622 0.21
H 2.50556 0.62844 -0.23382 0.20
H 1.93251 -1.66554 -1.89915 0.20
H 2.27895 -2.99503 0.17377 0.24
H 2.39078 -1.42881 1.06817 0.20
H -1.54514 -3.55676 1.22852 0.19
H -0.02014 -4.49602 0.83313 0.21
H -1.55432 -0.18672 2.62796 0.18
H -2.23002 -1.43316 1.42135 0.14
H -0.06498 -0.28206 -2.05622 0.36
H -0.32244 -0.03206 -0.56711 0.37
H 1.08484 0.58177 2.35112 0.47
H 2.45040 0.15660 2.52282 0.46
O 1.71570 0.33758 3.11755 -0.93
H 0.79031 3.88352 1.91173 0.49
H 1.19775 3.48310 0.31271 0.52
O 0.50909 3.60062 0.95090 -1.00
H -1.22261 -3.12676 -3.21614 0.48
H -1.06080 -2.65570 -1.65994 0.51
O -1.62938 -3.02393 -2.32886 -0.99
H -1.22690 2.93866 -1.62304 0.48
H -1.65381 1.72064 -2.42007 0.50
O -0.97112 2.52283 -2.44643 -0.96
H 0.52236 1.78755 -0.56318 0.48
H 0.72116 2.34783 -1.97720 0.51
O 1.29218 1.92217 -1.17251 -1.01
H -2.83847 -0.62463 -1.68860 0.48
H -2.53737 -1.47538 -3.04737 0.49
O -2.74443 -0.61239 -2.75835 -0.98
H -1.58632 3.10675 2.73349 0.49
H -1.03126 1.94494 3.70219 0.50
O -1.46495 2.12533 2.84099 -0.96
H -2.20018 2.28270 0.49878 0.47
H -0.71233 2.07805 1.16386 0.54
O -1.41087 1.85468 0.42459 -1.03
```

---

No. 5
Here is one molecule with the formula C4H11NO2 from the OMol25 dataset. Energies are from the ωB97M-V functional and the def2-TZVPD basis.

The structure (SMILES) is N[C@@H](CO)CCO. The value obtained for the strongest force on any atom is 2.21 eV/Å. The calculation puts the HOMO-LUMO gap at 10.4 eV. Its relative energy (zero: lowest compared OMol25 entry of this formula, charge and spin) is 36.2 kcal/mol. Its HOMO energy is -9.7524 eV.

Geometry as XYZ:
```
18
Properties=species:S:1:pos:R:3:nbo_charge:R:1
C 1.60022 -0.71022 0.28086 -0.08
O 1.76369 -1.50969 1.47412 -0.74
C 0.20506 -0.10440 0.40001 -0.07
C 0.02484 0.94424 -0.70848 -0.44
C -1.40661 1.42719 -0.70379 -0.07
O -2.35421 0.55946 -1.33608 -0.74
N -0.81782 -1.15727 0.35538 -0.86
H 2.34550 0.07901 0.21601 0.18
H 1.69981 -1.35702 -0.60038 0.16
H 2.71028 -1.50015 1.65201 0.47
H 0.35913 0.43705 1.33170 0.20
H 0.32622 0.64133 -1.71031 0.21
H 0.63409 1.80710 -0.43144 0.21
H -1.60194 2.38802 -1.20062 0.18
H -1.76208 1.70242 0.29942 0.15
H -1.30526 -1.36147 1.22552 0.38
H -2.17064 -0.28724 -0.89027 0.49
H -0.25028 -1.99836 0.34630 0.37
```

---

No. 6
Here is a 2-piece molecular cluster, C3H6INO2 overall from the OMol25 dataset. Energies are from the ωB97M-V functional and the def2-TZVPD basis.

The value obtained for the strongest force on any atom is 4.53 eV/Å. The calculation puts the HOMO-LUMO gap at 8.9 eV. Its relative energy (zero: lowest compared OMol25 entry of this formula, charge and spin) is 49.5 kcal/mol. Its HOMO energy is -8.3711 eV.

Geometry as XYZ:
```
13
Properties=species:S:1:pos:R:3:nbo_charge:R:1
C -0.89864 2.50704 -0.13416 0.78
C 0.60019 -1.44353 -0.61464 -0.26
C -0.76176 0.40953 -0.58893 -0.13
N -0.76503 2.54784 1.16847 -0.83
O -1.06495 3.25929 -1.02520 -0.55
O 0.30876 -0.18923 -0.02894 -0.55
I -2.68240 -0.32464 0.15582 -0.03
H -0.24702 -2.12934 -0.48785 0.19
H 1.47323 -1.84731 -0.10633 0.20
H 0.80585 -1.33598 -1.68725 0.18
H -0.80686 0.37665 -1.67685 0.17
H -0.58259 1.70353 1.68985 0.42
H -0.81943 3.42174 1.67819 0.41
```

---

No. 7
Here is C31H29N9O9S3Ti as an isolated structure from the OMol25 dataset. Energies are from the ωB97M-V functional and the def2-TZVPD basis.

The total charge is -2. The value obtained for the strongest force on any atom is 1.45 eV/Å. The calculation puts the HOMO-LUMO gap at 5.2 eV. Its relative energy (zero: lowest compared OMol25 entry of this formula, charge and spin) is 38.5 kcal/mol. Its HOMO energy is -1.6906 eV.

Geometry as XYZ:
```
82
Properties=species:S:1:pos:R:3:mulliken_charge:R:1
Ti 0.60409 -2.17195 1.39216 -0.10
N -1.68256 -5.07092 -0.09461 -0.94
N -2.28396 -3.89920 -0.60107 0.03
C -2.16990 -2.65296 -0.01981 0.17
O -2.96570 -1.77112 -0.32174 -0.74
O -1.21568 -2.52859 0.86815 0.15
H -1.42547 -4.92857 0.88014 0.42
H -0.81156 -5.23218 -0.58224 0.36
H -3.17232 -4.05606 -1.03461 0.29
C -4.69341 -0.09189 -3.83860 -1.72
C -3.30147 -0.25944 -3.28542 1.35
C -2.75380 0.69368 -2.43336 -1.31
C -1.46191 0.55692 -1.94957 0.68
C -0.70205 -0.53990 -2.32121 -0.64
C -1.22511 -1.49099 -3.18878 -0.38
C -2.52060 -1.35058 -3.65520 -0.93
S 0.99116 -0.65703 -1.77750 1.04
O 1.72193 -1.06071 -2.95818 -0.87
O 1.31112 0.64397 -1.23914 -0.52
N 1.07213 -1.77830 -0.63450 0.04
C 1.12651 -3.13588 -1.26535 0.21
C 1.46676 -4.19309 -0.24555 -0.45
O 1.71933 -5.32240 -0.59385 -0.72
O 1.42027 -3.75331 0.99279 -0.09
H -5.30462 0.53023 -3.18375 0.36
H -5.18761 -1.05828 -3.95560 0.39
H -4.66364 0.38573 -4.82184 0.32
H -3.35161 1.55086 -2.13722 0.31
H -1.03418 1.29104 -1.27683 0.46
H -0.61386 -2.32442 -3.51115 0.52
H -2.93958 -2.10578 -4.31272 0.35
H 1.85791 -3.17393 -2.06034 0.69
H 0.15932 -3.41761 -1.69346 -0.04
S 2.66443 -3.83742 4.91165 -0.41
C 2.59440 -2.13800 5.07137 0.79
C 2.51701 -1.67343 6.44780 -0.04
N 2.44658 -1.34071 7.54850 -0.66
C 2.57059 -1.19223 4.07910 0.41
S 2.72847 -1.56655 2.35944 -0.49
C 2.54490 0.20072 4.41299 -0.07
N 2.56422 1.32618 4.67350 -0.72
O -0.69793 -0.63595 4.26938 -0.62
C -0.61649 -1.84297 4.26937 -0.13
C -1.10543 -2.70235 5.42349 -0.63
C -0.88801 -4.13034 4.95046 -0.73
C -0.46256 -3.97743 3.50448 -0.06
O -0.48528 -4.88509 2.69870 -0.69
N -0.15481 -2.64624 3.22662 1.64
H -2.15432 -2.45675 5.59289 0.28
H -0.54498 -2.44466 6.32070 0.29
H -1.76468 -4.77351 5.00744 0.35
H -0.06329 -4.61412 5.47624 0.20
C 0.37781 6.06307 -5.13427 -1.42
C 1.12235 5.50696 -3.94491 0.82
C 2.23128 6.16027 -3.41662 -0.75
C 2.92643 5.63881 -2.33452 -0.59
C 2.53654 4.43275 -1.75781 -0.23
N 3.26682 3.92251 -0.66664 -0.07
C 2.81997 3.05161 0.33273 0.28
O 3.58064 2.29407 0.88598 -0.64
N 1.49355 3.23399 0.65687 -0.12
C 0.59604 2.24496 1.10283 -0.22
C -0.74192 2.56444 1.19101 -0.50
C -1.65141 1.55998 1.47889 -1.65
C -1.19879 0.27338 1.62684 -0.13
N 0.11143 -0.04330 1.56323 1.97
C 0.99106 0.93338 1.34820 -0.90
C 1.44913 3.74707 -2.30463 0.03
C 0.75219 4.29462 -3.37129 -0.92
H 0.54488 7.13658 -5.23564 0.37
H -0.69552 5.88681 -5.04722 0.36
H 0.71292 5.58560 -6.05993 0.28
H 2.55289 7.10214 -3.85012 0.31
H 3.78300 6.16655 -1.92778 0.43
H 4.26896 3.95724 -0.72525 0.32
H 1.04402 3.99696 0.18468 0.26
H -1.07284 3.58251 1.00757 0.42
H -2.71191 1.76139 1.55479 0.43
H -1.88546 -0.53210 1.80568 0.46
H 2.03379 0.67404 1.36032 0.50
H 1.19126 2.76181 -1.92825 0.97
H -0.09191 3.74544 -3.77901 0.51
```

---

No. 8
Here is an isolated ion of composition C5H10O2 and charge -1 from the OMol25 dataset. Energies are from the ωB97M-V functional and the def2-TZVPD basis.

The total charge is -1. Its spin multiplicity is 2. The value obtained for the strongest force on any atom is 3.97 eV/Å. The calculation puts the HOMO-LUMO gap (spin up / spin down) at 2.7 / 6.6 eV. Its expectation value of S² is 0.753. Its relative energy (zero: lowest compared OMol25 entry of this formula, charge and spin) is 38.4 kcal/mol. Its HOMO energy (spin up / spin down) is 0.7276 / -3.2845 eV.

Geometry as XYZ:
```
17
Properties=species:S:1:pos:R:3:nbo_charge:R:1
C -1.20606 1.65689 0.58581 -0.06
O -2.24760 1.43890 1.55652 -0.73
C -1.01166 0.71959 -0.60691 -0.48
C -0.54844 -0.63182 -0.07195 -0.46
C 0.97892 -0.81046 0.29919 -0.48
C 1.76736 -1.54909 -0.83721 0.04
O 2.91265 -1.19692 -1.12447 -0.75
H -1.22200 2.79667 0.09005 0.12
H -0.43056 1.41340 1.20453 0.19
H -3.05370 1.80708 1.19649 0.45
H -1.89457 0.48012 -1.18620 0.20
H -0.35124 1.22782 -1.41523 0.21
H -1.27608 -1.04656 0.71341 0.18
H -0.55986 -1.46757 -0.90494 0.20
H 1.29193 0.32341 0.56623 0.15
H 1.07536 -1.28205 1.28266 0.16
H 1.21959 -2.49884 -1.21704 0.05
```